No. 1
Here is a 2-piece molecular cluster, C4H6N2OS overall at a distorted geometry from the Open Molecules 2025 dataset. Energies are from the ωB97M-V functional and the def2-TZVPD basis.

```
14
Properties=species:S:1:pos:R:3:forces:R:3
C -1.465 0.543 -0.847 -0.12 3.82 -2.17
C -1.364 -0.782 -0.774 1.38 -2.06 -0.30
C -1.454 1.066 0.487 0.72 -2.86 -1.72
C 1.906 -0.110 -0.720 -2.32 -1.05 -0.73
N -1.094 -1.052 0.520 -1.24 -0.15 -0.01
N -1.267 0.031 1.296 0.37 1.11 1.11
O -1.498 2.346 0.855 0.37 -0.61 4.11
S 2.466 -1.136 0.344 0.76 -0.35 0.46
H -1.314 1.137 -1.794 -0.82 -0.68 1.26
H -1.267 -1.550 -1.562 -0.13 0.64 0.66
H -1.351 2.235 1.904 -0.50 0.90 -3.22
H 1.218 -0.462 -1.518 0.95 0.03 -0.01
H 1.750 0.921 -0.565 0.67 1.42 0.27
H -1.033 -1.956 0.941 -0.10 -0.16 0.28
```
Positions in Å, forces in eV/Å.

- multiplicity = 1
- gap between HOMO and LUMO (eV) = 8.447
- LUMO (eV) = -0.349
- structure (SMILES) = Oc1cc[nH]n1.C=S

=====

No. 2
Here is C47H37As2N4NiO2 as an isolated structure from the Open Molecules 2025 dataset. Energies are from the ωB97M-V functional and the def2-TZVPD basis.

```
93
Properties=species:S:1:pos:R:3:forces:R:3
Ni -1.176 -1.455 0.572 -0.37 -0.32 0.11
C 2.285 2.708 -0.767 0.02 0.03 0.01
C 3.438 1.900 -0.181 -0.01 0.01 -0.03
As 2.868 0.282 0.788 0.02 -0.03 0.01
C 2.186 -0.742 -0.742 0.00 -0.04 -0.07
C 0.891 -0.460 -1.186 0.03 0.10 -0.10
C 0.327 -1.154 -2.251 -0.02 0.02 0.02
C 1.043 -2.169 -2.871 0.01 -0.01 0.00
C 2.326 -2.466 -2.434 -0.01 0.00 -0.01
C 2.897 -1.754 -1.384 -0.02 -0.04 0.07
C 4.594 -0.590 1.037 0.01 0.01 0.01
C 5.665 -0.498 0.149 0.01 0.02 -0.01
C 6.859 -1.152 0.415 0.00 -0.01 0.00
C 7.000 -1.908 1.571 0.00 0.00 0.00
C 5.944 -2.006 2.463 0.00 0.00 -0.01
C 4.752 -1.346 2.196 0.00 -0.02 -0.01
As 0.769 2.968 0.484 0.04 0.02 -0.03
C 1.761 3.888 1.884 -0.01 -0.02 0.02
C 1.733 3.346 3.164 -0.02 0.01 0.01
C 2.463 3.928 4.193 -0.01 -0.01 0.00
C 3.226 5.059 3.945 0.01 0.01 -0.01
C 3.256 5.609 2.669 0.00 0.00 0.01
C 2.528 5.026 1.643 0.01 -0.01 -0.02
C -0.042 4.483 -0.435 -0.02 -0.01 0.01
C -0.320 4.377 -1.797 0.01 0.00 0.00
C -0.984 5.398 -2.463 0.00 0.00 0.00
C -1.384 6.533 -1.773 0.00 0.00 0.00
C -1.120 6.641 -0.415 0.00 0.00 0.00
C -0.457 5.620 0.252 0.02 0.01 0.01
H 1.884 2.219 -1.657 0.00 -0.03 0.02
H 2.646 3.693 -1.072 -0.03 0.00 -0.03
H 3.988 2.493 0.553 -0.02 0.00 0.02
H 4.132 1.617 -0.972 0.01 0.02 0.01
H 0.323 0.345 -0.730 0.02 -0.01 0.02
H -0.669 -0.885 -2.579 0.02 0.01 -0.01
H 0.610 -2.714 -3.701 0.00 0.00 0.00
H 2.898 -3.247 -2.921 0.00 0.00 0.00
H 3.902 -2.000 -1.064 0.00 0.01 0.00
H 5.576 0.083 -0.760 0.00 0.00 0.00
H 7.683 -1.068 -0.282 0.00 0.00 0.00
H 7.934 -2.413 1.777 0.00 0.00 0.00
H 6.051 -2.585 3.371 0.00 0.00 0.00
H 3.935 -1.409 2.908 0.00 0.00 0.00
H 1.127 2.467 3.357 0.00 0.00 0.00
H 2.433 3.503 5.189 0.00 0.00 0.00
H 3.794 5.516 4.744 0.00 0.00 0.00
H 3.846 6.495 2.475 0.00 0.00 0.00
H 2.548 5.466 0.652 0.00 0.00 0.00
H -0.023 3.492 -2.349 -0.01 0.00 0.00
H -1.185 5.307 -3.523 0.00 0.00 0.00
H -1.896 7.333 -2.292 0.00 0.00 0.00
H -1.429 7.525 0.129 0.00 0.00 0.00
H -0.255 5.716 1.312 -0.01 0.00 0.00
C -4.876 -2.237 -1.443 -0.01 0.01 0.00
C -3.893 -1.591 -0.682 -0.01 -0.01 0.03
N -2.711 -2.130 -0.458 0.12 0.05 -0.24
C -2.462 -3.359 -0.973 -0.02 -0.03 0.06
C -3.368 -4.071 -1.756 0.00 0.00 0.01
C -4.616 -3.465 -1.990 0.01 -0.01 -0.01
C -2.977 -5.357 -2.263 0.00 0.01 -0.02
C -1.759 -5.875 -1.990 0.01 0.01 0.00
C -0.820 -5.160 -1.171 0.00 -0.01 0.01
C 0.471 -5.622 -0.850 0.00 0.00 -0.01
C 1.289 -4.842 -0.076 -0.01 0.00 0.00
C 0.825 -3.609 0.399 -0.04 -0.03 0.06
N -0.389 -3.166 0.131 0.04 -0.03 0.03
C -1.192 -3.921 -0.659 0.04 0.05 -0.07
H -5.827 -1.745 -1.593 0.00 0.00 0.00
H -4.081 -0.622 -0.246 0.00 0.01 0.00
H -5.358 -3.974 -2.593 0.00 0.00 0.00
H -3.681 -5.903 -2.878 0.00 0.00 0.00
H -1.470 -6.839 -2.386 0.00 0.00 0.01
H 0.809 -6.579 -1.225 0.00 -0.01 0.01
H 2.291 -5.156 0.178 0.00 0.01 0.00
H 1.456 -2.978 1.010 0.01 -0.01 -0.01
N 0.440 -1.149 3.089 0.00 -0.15 0.01
C -0.165 -1.266 2.120 0.28 0.47 0.06
H 0.833 -0.888 3.971 0.01 -0.01 0.00
O -1.974 0.516 3.084 0.01 -0.03 0.00
C -2.177 0.936 1.967 0.02 0.00 -0.05
N -1.891 0.258 0.783 -0.28 -0.05 0.11
C -2.256 1.037 -0.306 0.14 0.02 -0.06
O -2.128 0.713 -1.470 0.02 0.01 0.01
C -2.831 2.310 0.215 0.02 0.01 -0.02
C -3.320 3.414 -0.451 -0.03 -0.01 0.01
C -3.771 4.473 0.332 0.00 0.00 0.00
C -3.717 4.415 1.723 0.00 0.01 -0.01
C -3.213 3.296 2.381 0.00 0.00 -0.01
C -2.779 2.251 1.594 0.03 0.03 0.04
H -3.340 3.456 -1.531 0.00 0.00 0.00
H -4.156 5.364 -0.147 0.00 0.00 0.00
H -4.071 5.259 2.300 0.00 0.00 0.00
H -3.164 3.245 3.461 0.00 0.00 0.00
```
Positions in Å, forces in eV/Å.

- multiplicity = 1
- gap between HOMO and LUMO (eV) = 6.539
- LUMO (eV) = -3.448
- total charge = +1

=====

No. 3
Here is C41H48BF2GeO2RbSb2 as an isolated structure at a distorted geometry from the Open Molecules 2025 dataset. Energies are from the ωB97M-V functional and the def2-TZVPD basis.

```
98
Properties=species:S:1:pos:R:3:forces:R:3
Rb 0.060 -0.543 -0.405 -0.48 1.27 0.24
C 2.604 3.996 -0.557 0.04 -0.04 -0.02
Sb 0.921 2.665 -0.652 0.11 0.72 -0.04
C 0.172 3.294 1.265 -0.03 -0.04 0.03
C -0.287 3.980 -1.936 0.02 0.11 0.23
C -1.060 5.021 -1.188 0.06 -0.03 -0.12
C -0.403 6.181 -0.764 0.00 -0.03 -0.01
C -1.036 7.147 0.002 0.02 -0.06 -0.04
C -2.366 6.968 0.355 0.01 -0.03 -0.01
C -3.038 5.838 -0.083 -0.02 -0.09 -0.04
C -2.416 4.852 -0.858 -0.13 -0.05 -0.03
C -3.220 3.668 -1.313 0.10 0.08 0.16
Sb -3.060 1.863 -0.067 -0.05 0.23 -0.07
C -3.649 2.894 1.724 0.03 -0.05 0.09
C -5.051 1.277 -0.586 -0.03 -0.16 0.01
H 2.323 4.919 -0.050 0.02 -0.03 -0.02
H 2.964 4.220 -1.562 -0.01 -0.01 0.05
H 3.403 3.502 -0.002 -0.03 0.05 -0.02
H -0.344 4.253 1.173 0.05 -0.06 0.03
H 1.025 3.402 1.938 -0.03 -0.01 -0.04
H -0.509 2.551 1.681 0.03 0.04 0.01
H -0.912 3.322 -2.532 -0.06 0.04 -0.04
H 0.454 4.435 -2.596 -0.03 0.02 -0.02
H 0.638 6.314 -1.044 -0.04 0.01 0.02
H -0.496 8.031 0.319 -0.01 -0.03 -0.02
H -2.880 7.708 0.956 0.01 -0.02 -0.02
H -4.086 5.710 0.172 0.05 0.00 -0.01
H -2.964 3.359 -2.327 -0.02 0.04 0.00
H -4.284 3.904 -1.294 0.02 0.04 -0.01
H -4.556 3.468 1.523 0.05 -0.03 0.03
H -2.856 3.568 2.056 -0.07 -0.05 -0.02
H -3.851 2.156 2.503 0.00 0.07 -0.07
H -5.747 2.019 -0.189 0.04 -0.02 -0.04
H -5.267 0.296 -0.158 0.00 0.15 -0.07
H -5.148 1.216 -1.671 0.01 0.00 0.06
C -5.920 -1.000 3.049 0.02 -0.02 -0.08
C -4.567 -0.741 3.233 0.01 -0.05 -0.14
C -3.652 -1.105 2.245 -0.22 -0.04 -0.09
C -4.046 -1.740 1.058 -0.01 0.04 0.19
C -5.416 -1.991 0.905 0.07 0.00 0.09
C -6.340 -1.628 1.880 0.09 0.02 -0.01
Ge -2.604 -2.215 -0.292 -0.93 -0.52 0.04
C -2.481 -4.188 0.114 0.07 -0.12 -0.02
C -1.748 -4.998 -0.768 -0.08 0.01 0.11
C -1.557 -6.354 -0.533 -0.04 0.08 0.05
C -2.089 -6.944 0.610 -0.01 0.08 -0.01
C -2.808 -6.163 1.505 0.03 0.07 -0.07
C -3.001 -4.804 1.257 0.04 -0.04 -0.12
C -3.779 -2.333 -1.943 -0.05 -0.01 -0.13
C -4.574 -3.434 -2.287 0.00 0.11 -0.05
C -5.349 -3.445 -3.445 0.07 0.03 0.09
C -5.351 -2.348 -4.300 0.03 -0.02 0.05
C -4.566 -1.246 -3.990 0.04 -0.05 0.11
C -3.791 -1.251 -2.833 -0.09 -0.12 0.00
H -6.640 -0.716 3.807 0.02 -0.01 -0.01
H -4.227 -0.257 4.141 0.01 0.00 -0.01
H -2.599 -0.891 2.401 0.05 0.00 0.02
H -5.767 -2.473 -0.003 0.00 0.00 0.04
H -7.395 -1.833 1.730 0.02 0.00 -0.01
H -1.313 -4.552 -1.659 0.00 -0.02 0.02
H -0.987 -6.953 -1.236 -0.01 0.02 0.01
H -1.938 -8.000 0.802 0.00 0.00 0.00
H -3.223 -6.612 2.401 0.00 0.01 -0.01
H -3.573 -4.216 1.968 0.01 -0.01 -0.01
H -4.585 -4.304 -1.636 0.01 0.03 -0.03
H -5.952 -4.315 -3.682 0.01 0.01 0.01
H -5.951 -2.356 -5.202 0.00 -0.01 0.01
H -4.550 -0.389 -4.654 0.01 0.01 0.00
H -3.171 -0.385 -2.617 0.03 0.02 0.01
F 0.975 -2.583 -1.279 0.67 -0.97 -0.20
C 1.996 -2.824 -0.333 0.24 -0.10 -0.09
F 3.001 -3.425 -1.086 -0.08 0.02 -0.01
H 1.607 -3.597 0.329 -0.06 -0.07 0.04
C 9.057 0.526 1.620 0.01 0.05 0.02
C 8.613 -0.807 1.000 -0.06 0.04 0.01
C 9.491 -1.109 -0.222 0.01 -0.03 -0.05
C 8.845 -1.914 2.028 -0.02 -0.04 0.06
C 7.142 -0.710 0.579 -0.04 -0.08 -0.02
C 6.780 0.171 -0.436 -0.03 0.06 0.01
C 5.458 0.298 -0.877 0.05 0.10 -0.06
C 4.497 -0.478 -0.274 -0.12 0.12 -0.02
O 3.166 -0.521 -0.525 -0.08 0.04 0.01
B 2.613 -1.510 0.423 0.47 -0.79 -0.16
O 3.738 -1.993 1.229 0.33 0.31 -0.01
C 4.836 -1.351 0.757 -0.18 -0.15 0.17
C 6.139 -1.486 1.185 0.10 0.04 0.09
H 10.093 0.464 1.971 -0.05 0.00 -0.03
H 8.419 0.783 2.469 0.04 -0.01 -0.03
H 8.990 1.339 0.892 0.00 -0.04 0.05
H 10.538 -1.221 0.081 -0.05 0.02 -0.02
H 9.438 -0.309 -0.963 0.00 -0.05 0.04
H 9.168 -2.035 -0.704 0.03 0.04 0.02
H 9.913 -1.980 2.255 -0.03 0.00 0.01
H 8.517 -2.885 1.648 0.03 0.04 0.02
H 8.316 -1.714 2.963 0.02 -0.02 -0.06
H 7.536 0.794 -0.902 -0.02 -0.06 0.00
H 5.198 0.983 -1.677 0.00 -0.04 0.05
H 6.351 -2.183 1.985 0.02 0.02 -0.05
```
Positions in Å, forces in eV/Å.

- multiplicity = 2
- gap between HOMO and LUMO (spin up / spin down) (eV) = 4.841 / 6.185
- LUMO (spin up / spin down) (eV) = 2.008 / 2.006
- total charge = -1

=====

No. 4
Here is one molecule with the formula C2H5N3O2 at a distorted geometry from the Open Molecules 2025 dataset. Energies are from the ωB97M-V functional and the def2-TZVPD basis.

```
12
Properties=species:S:1:pos:R:3:forces:R:3
C -1.774 0.228 -0.527 -0.74 2.31 -0.99
C -0.557 -0.585 -0.649 4.28 -0.15 2.02
N 1.918 -0.322 -0.227 -1.16 -0.60 -3.77
N 0.602 0.782 1.227 -2.55 -0.94 2.01
N 0.635 0.234 -0.085 -2.61 0.25 0.29
O -2.679 0.305 0.254 0.44 -0.83 0.06
O -0.319 -1.572 -1.290 -0.73 0.42 0.01
H -1.628 1.011 -1.332 -0.60 -0.26 0.25
H 1.715 -0.903 -1.102 1.20 0.72 1.15
H 1.961 -1.003 0.474 0.55 -1.53 1.56
H 0.086 1.669 1.334 0.51 -0.32 -0.91
H 0.040 0.156 1.922 1.41 0.94 -1.66
```
Positions in Å, forces in eV/Å.

- multiplicity = 1
- gap between HOMO and LUMO (eV) = 9.266
- LUMO (eV) = 0.061
- structure (SMILES) = NN(N)C(=O)C=O

=====

Number 1: energy -738.87254 a.u.. Number 2: energy -8162.46030 a.u.. Number 3: energy -4547.71383 a.u.. Number 4: energy -393.83594 a.u..